Entry 1:
Entry from the Open Molecules 2025 dataset: C7H12N3V as an isolated structure in a non-equilibrium geometry (ωB97M-V/def2-TZVPD).

Each line ends with the Löwdin spin population.
Positions of all 23 atoms, in Å:
C (-1.009, -0.991, -1.620)  -0.004
V (0.092, 0.044, -0.118)  1.964
N (1.415, 0.904, -1.501)  0.030
H (-0.929, -0.590, 0.789)  -0.026
H (-1.172, 0.875, 0.103)  -0.014
H (-2.013, -1.252, -1.235)  0.002
H (-0.337, -1.872, -1.752)  0.006
H (-1.008, -0.283, -2.478)  -0.001
H (2.389, 0.625, -1.353)  0.005
H (1.394, 1.927, -1.477)  0.008
H (1.190, 0.643, -2.464)  0.001
N (-0.045, 0.157, 6.746)  0.135
C (0.311, 0.302, 5.636)  0.059
C (0.728, 0.424, 4.268)  0.212
C (1.069, -0.744, 3.548)  0.086
C (1.251, -0.652, 2.174)  0.107
N (1.144, 0.562, 1.550)  0.216
C (0.852, 1.701, 2.226)  0.116
C (0.664, 1.678, 3.613)  0.072
H (1.073, -1.731, 4.027)  0.004
H (1.546, -1.480, 1.508)  0.009
H (0.816, 2.627, 1.621)  0.009
H (0.410, 2.615, 4.145)  0.003

For the HOMO energy (spin up / spin down), the calculation gives -1.70 / -3.66 eV. Its expectation value of S² is 3.782. As for the net charge: -1. The relative energy (zero: lowest compared OMol25 entry of this formula, charge and spin) is 51.7 kJ/mol. The value obtained for the frontier orbital gap (spin up / spin down) is 4.32 / 6.24 eV. The spin multiplicity is 4.

---

Entry 2:
Entry from the Open Molecules 2025 dataset: one molecule with the formula C8H18OSi in a non-equilibrium geometry (ωB97M-V/def2-TZVPD).

Each line ends with the natural charge from an NBO analysis.
Positions of all 28 atoms, in Å:
C (-1.327, 2.422, 1.499)  -0.370
C (-0.895, 1.823, 0.406)  -0.669
C (2.321, 0.740, 0.490)  -0.603
C (1.687, -1.458, -0.531)  -0.628
C (1.343, 0.644, -1.841)  -0.625
C (-2.703, -1.248, -0.927)  -0.227
C (-0.896, -1.098, 1.802)  -1.116
C (1.311, 0.053, -0.495)  -0.484
O (-1.407, -0.666, -0.930)  -0.937
Si (-0.467, -0.012, 0.230)  1.917
H (-1.420, 3.451, 1.436)  0.199
H (-1.662, 1.627, 2.315)  0.200
H (-0.562, 2.295, -0.470)  0.200
H (3.293, 0.745, 0.063)  0.205
H (1.986, 1.823, 0.572)  0.209
H (2.324, 0.220, 1.477)  0.209
H (1.609, -1.948, 0.489)  0.212
H (2.703, -1.560, -0.965)  0.205
H (1.022, -1.990, -1.320)  0.217
H (0.337, 0.662, -2.289)  0.220
H (1.638, 1.681, -1.843)  0.214
H (1.900, 0.002, -2.482)  0.212
H (-3.175, -1.084, -1.951)  0.187
H (-3.353, -0.812, -0.203)  0.172
H (-2.478, -2.276, -0.719)  0.181
H (-1.799, -1.644, 1.486)  0.232
H (-0.138, -1.842, 2.036)  0.238
H (-1.194, -0.551, 2.664)  0.232

For the HOMO energy, the calculation gives -9.15 eV. The relative energy (zero: lowest compared OMol25 entry of this formula, charge and spin) is 57.4 kJ/mol. The value obtained for the frontier orbital gap is 9.98 eV. The spin multiplicity is 1.

---

Entry 3:
Entry from the Open Molecules 2025 dataset: C51H33I3N9OTaTe as an isolated structure in a non-equilibrium geometry (ωB97M-V/def2-TZVPD).

Each line ends with the Mulliken charge.
Positions of all 99 atoms, in Å:
Ta (1.048, 1.473, 0.968)  2.072
C (7.824, 1.517, 2.230)  -0.404
C (7.816, 0.172, 1.835)  -0.845
C (6.621, -0.454, 1.578)  0.176
C (5.433, 0.238, 1.584)  0.338
C (4.024, -0.071, 1.375)  -0.255
N (3.247, 1.000, 1.673)  -0.034
C (4.046, 2.050, 2.062)  0.102
N (3.849, 3.194, 2.638)  -0.444
C (2.570, 3.515, 2.949)  0.014
C (2.226, 4.690, 3.739)  0.286
C (3.057, 5.508, 4.488)  -0.516
C (2.482, 6.354, 5.437)  -0.596
C (1.098, 6.477, 5.560)  -0.379
C (0.273, 5.623, 4.851)  -0.638
C (0.862, 4.612, 4.097)  0.576
C (0.391, 3.438, 3.424)  -0.099
N (-0.782, 2.829, 3.786)  -0.453
C (-0.934, 1.553, 3.625)  0.253
N (-0.404, 0.755, 2.601)  -0.116
C (-1.156, -0.426, 2.580)  -0.392
N (-0.954, -1.512, 1.837)  -0.589
C (0.181, -1.646, 1.101)  -0.622
N (1.296, -0.813, 1.122)  -0.478
C (2.367, -1.557, 0.773)  0.265
N (3.637, -1.319, 1.054)  -0.656
C (1.959, -2.853, 0.272)  0.614
C (2.746, -3.901, -0.194)  -0.346
C (2.049, -5.099, -0.518)  -0.766
C (0.673, -5.125, -0.438)  -0.463
C (-0.108, -4.026, 0.021)  -0.743
C (0.546, -2.893, 0.471)  0.944
C (-2.135, -0.353, 3.677)  0.618
C (-3.177, -1.216, 4.104)  -0.313
C (-4.052, -0.743, 5.130)  -0.536
C (-3.876, 0.566, 5.727)  -0.570
C (-2.747, 1.258, 5.416)  -0.551
C (-1.930, 0.805, 4.392)  -0.014
N (1.396, 2.829, 2.730)  -0.214
C (5.479, 1.641, 1.944)  0.302
C (6.687, 2.241, 2.336)  -0.529
H (8.785, 2.014, 2.353)  0.388
H (8.793, -0.329, 1.690)  0.354
H (6.595, -1.488, 1.203)  0.434
H (4.129, 5.600, 4.327)  0.451
H (3.198, 6.770, 6.129)  0.385
H (0.620, 7.236, 6.206)  0.370
H (-0.776, 5.675, 5.051)  0.493
H (3.822, -3.827, -0.305)  0.553
H (2.555, -6.046, -0.751)  0.379
H (0.088, -6.040, -0.693)  0.348
H (-1.208, -4.191, -0.045)  0.481
H (-3.369, -2.157, 3.552)  0.468
H (-4.853, -1.401, 5.488)  0.378
H (-4.532, 0.984, 6.448)  0.444
H (-2.568, 2.192, 5.966)  0.410
H (6.716, 3.312, 2.721)  0.375
I (3.403, 6.023, -0.775)  0.048
C (3.156, 4.155, -1.656)  -0.527
C (3.691, 3.970, -2.926)  -0.171
C (3.554, 2.802, -3.649)  -0.480
I (4.467, 2.605, -5.579)  0.113
C (2.960, 1.697, -3.010)  1.009
C (2.674, 0.434, -3.626)  -0.938
C (1.823, -0.452, -2.954)  -1.262
C (1.264, -0.164, -1.764)  -0.173
N (1.677, 0.903, -1.080)  0.754
C (2.390, 1.888, -1.757)  0.468
C (2.497, 3.124, -1.012)  0.195
O (1.892, 3.142, 0.183)  -0.216
H (4.391, 4.667, -3.429)  0.285
H (2.913, 0.196, -4.638)  0.295
H (1.497, -1.418, -3.381)  0.506
H (0.532, -0.788, -1.214)  0.684
I (-0.890, 3.235, -1.889)  0.008
C (-0.840, 2.080, 0.002)  -1.660
H (-1.379, 1.136, -0.333)  0.581
H (-1.479, 2.713, 0.696)  0.547
C (-8.454, -5.426, -6.342)  -1.309
C (-7.378, -4.516, -5.853)  0.881
C (-7.127, -3.214, -6.310)  -1.162
C (-5.997, -2.606, -5.807)  1.399
C (-5.674, -1.188, -6.264)  -1.697
C (-5.189, -3.160, -4.772)  -0.558
Te (-4.253, -1.689, -3.460)  -0.332
C (-5.496, -4.435, -4.270)  1.197
C (-4.737, -5.026, -3.160)  -1.674
C (-6.518, -5.123, -4.877)  -1.016
H (-9.264, -5.397, -5.631)  0.284
H (-8.116, -6.488, -6.413)  0.323
H (-8.912, -5.187, -7.362)  0.322
H (-7.740, -2.788, -7.101)  0.287
H (-6.255, -1.069, -7.167)  0.400
H (-4.570, -1.169, -6.459)  0.352
H (-5.884, -0.453, -5.447)  0.302
H (-3.653, -4.949, -3.317)  0.328
H (-5.019, -6.050, -2.881)  0.354
H (-4.850, -4.509, -2.213)  0.358
H (-6.724, -6.141, -4.482)  0.187

For the HOMO energy (spin up / spin down), the calculation gives -4.75 / -4.69 eV. The relative energy (zero: lowest compared OMol25 entry of this formula, charge and spin) is 30.7 kJ/mol. The value obtained for the frontier orbital gap (spin up / spin down) is 1.80 / 1.74 eV. The spin multiplicity is 1.

---

Entry 4:
Entry from the Open Molecules 2025 dataset: a 6-piece molecular cluster, C49H47N2O26 overall in a non-equilibrium geometry (ωB97M-V/def2-TZVPD).

Each line ends with the Mulliken charge.
Positions of all 124 atoms, in Å:
C (-0.898, 0.473, 2.476)  -0.596
C (-0.187, 0.742, 1.261)  -0.085
C (0.212, 2.223, 0.853)  0.352
O (1.421, 2.545, 0.957)  -0.688
O (-0.694, 3.223, 0.399)  -0.291
C (-1.443, 2.726, -0.755)  0.297
C (-2.303, 3.840, -1.505)  -0.790
C (-3.794, 4.045, -0.944)  -0.561
C (-4.018, 3.608, 0.576)  -0.956
C (-4.413, 2.076, 0.827)  0.772
C (-5.319, 1.395, -0.293)  -2.008
C (-5.500, -0.225, -0.120)  2.025
C (-4.013, -0.725, -0.429)  0.761
C (-3.865, -1.867, -1.518)  0.015
C (-4.090, -3.397, -1.128)  -1.129
N (-3.535, -1.524, -2.755)  -0.702
C (-6.707, -0.474, -1.126)  -0.253
C (-7.141, -1.926, -1.629)  0.152
O (-7.947, -2.725, -1.050)  -0.688
O (-6.636, -2.347, -2.866)  -0.785
N (-7.881, -0.089, -0.239)  0.036
C (-7.525, -0.043, 1.194)  0.119
O (-8.229, 0.470, 2.101)  -0.721
C (-6.065, -0.748, 1.290)  0.682
O (-6.415, -2.174, 1.390)  -0.494
C (-5.196, -0.562, 2.609)  -0.986
C (-5.518, 0.231, 3.727)  -0.881
H (-0.494, -0.306, 3.215)  0.261
H (-1.896, 0.993, 2.711)  0.228
H (0.060, -0.148, 0.581)  0.322
H (-2.022, 1.801, -0.428)  -0.220
H (-0.657, 2.353, -1.518)  0.403
H (-2.294, 3.650, -2.637)  0.351
H (-1.736, 4.837, -1.362)  0.296
H (-3.992, 5.184, -0.985)  0.393
H (-4.510, 3.589, -1.702)  0.242
H (-3.064, 3.848, 1.173)  0.250
H (-4.837, 4.296, 1.007)  0.481
H (-5.037, 2.061, 1.800)  0.167
H (-3.462, 1.476, 1.096)  -0.531
H (-4.878, 1.508, -1.355)  0.529
H (-6.316, 1.951, -0.312)  0.332
H (-3.508, -1.118, 0.535)  0.190
H (-3.329, 0.138, -0.775)  -0.552
H (-4.753, -3.471, -0.189)  0.188
H (-4.708, -3.868, -1.979)  0.338
H (-3.123, -3.982, -0.972)  0.339
H (-3.479, -2.368, -3.349)  0.363
H (-6.674, 0.221, -2.036)  0.323
H (-8.458, 0.687, -0.577)  0.320
H (-7.282, -2.222, 1.864)  0.413
H (-4.222, -1.174, 2.673)  0.319
H (-4.724, 0.343, 4.548)  0.234
H (-6.479, 0.817, 3.869)  0.283
C (6.445, 2.670, 2.374)  -0.416
C (7.092, 2.139, 3.414)  0.044
C (6.377, 1.335, 4.446)  0.896
O (7.005, 0.849, 5.373)  -0.642
C (4.928, 1.166, 4.303)  -0.929
C (4.277, 1.700, 3.265)  0.325
C (4.999, 2.481, 2.217)  1.145
O (4.382, 2.941, 1.273)  -0.617
O (2.934, 1.551, 3.124)  -0.469
O (8.434, 2.308, 3.574)  -0.602
H (6.952, 3.253, 1.618)  0.437
H (4.419, 0.595, 5.069)  0.450
H (2.695, 2.025, 2.296)  0.295
H (8.659, 1.829, 4.395)  0.335
C (7.237, 7.070, -1.946)  -0.837
C (6.724, 5.977, -1.377)  0.325
C (7.597, 4.955, -0.732)  0.735
O (7.091, 3.980, -0.206)  -0.474
C (9.047, 5.170, -0.762)  -0.956
C (9.559, 6.261, -1.335)  0.367
C (8.685, 7.297, -1.956)  0.909
O (9.188, 8.290, -2.453)  -0.617
O (10.903, 6.474, -1.374)  -0.578
O (5.383, 5.751, -1.362)  -0.591
H (6.615, 7.820, -2.416)  0.431
H (9.670, 4.412, -0.306)  0.523
H (11.017, 7.327, -1.836)  0.343
H (5.265, 4.900, -0.893)  0.330
C (-11.421, -1.181, -5.095)  -0.849
C (-10.561, -1.374, -4.089)  0.324
C (-10.496, -0.431, -2.935)  0.812
O (-9.717, -0.649, -2.030)  -0.337
C (-11.387, 0.736, -2.947)  -0.972
C (-12.240, 0.927, -3.954)  0.346
C (-12.325, -0.030, -5.094)  0.976
O (-13.134, 0.171, -5.989)  -0.654
O (-13.073, 2.007, -3.982)  -0.593
O (-9.715, -2.435, -4.079)  -0.593
H (-11.482, -1.857, -5.938)  0.428
H (-11.317, 1.422, -2.113)  0.450
H (-13.587, 1.915, -4.808)  0.335
H (-9.192, -2.358, -3.248)  0.287
C (6.801, -2.231, -0.185)  -0.783
C (6.974, -0.911, -0.075)  0.210
C (8.340, -0.312, 0.007)  0.932
O (8.467, 0.895, 0.087)  -0.480
C (9.491, -1.222, -0.007)  -1.062
C (9.315, -2.540, -0.113)  0.355
C (7.954, -3.135, -0.224)  1.176
O (7.834, -4.345, -0.338)  -0.654
O (10.374, -3.396, -0.126)  -0.583
O (5.908, -0.065, -0.036)  -0.522
H (5.818, -2.679, -0.249)  0.509
H (10.474, -0.777, 0.071)  0.440
H (9.985, -4.288, -0.212)  0.336
H (6.289, 0.833, 0.044)  0.169
C (4.535, -8.138, 0.403)  -0.801
C (5.343, -7.106, 0.659)  0.391
C (6.281, -7.125, 1.823)  0.929
O (7.018, -6.177, 2.020)  -0.552
C (6.268, -8.303, 2.696)  -1.019
C (5.457, -9.331, 2.439)  0.359
C (4.542, -9.325, 1.263)  0.994
O (3.828, -10.291, 1.051)  -0.611
O (5.433, -10.430, 3.242)  -0.568
O (5.342, -5.998, -0.134)  -0.516
H (3.852, -8.140, -0.437)  0.434
H (6.939, -8.298, 3.545)  0.410
H (4.770, -11.027, 2.845)  0.348
H (6.010, -5.395, 0.254)  0.178

For the HOMO energy, the calculation gives -4.55 eV. As for the net charge: -1. The value obtained for the frontier orbital gap is 3.86 eV. The spin multiplicity is 1.